No. 1
A cluster of 20 separate species, C80H140N20 in total in a non-equilibrium geometry. Source: the Open Molecules 2025 dataset; level of theory: wB97M-V/def2-TZVPD.

- HOMO-LUMO gap: 10.537 eV
- Energy relative to the best compared isomer or geometry (same formula, charge and spin): 5.781 eV
- Spin multiplicity: 1
- E_LUMO: -0.29 eV

```
240
Properties=species:S:1:pos:R:3:lowdin_charge:R:1
C 4.01 3.16 -2.41 -0.105
C 5.45 3.65 -2.65 -0.271
C 6.01 4.33 -1.43 -0.195
C 5.35 5.63 -1.11 -0.216
N 4.95 6.70 -0.87 0.127
H 3.98 2.29 -1.77 0.057
H 3.51 2.74 -3.29 0.041
H 3.36 4.02 -2.22 0.072
H 5.58 4.21 -3.58 0.117
H 6.05 2.75 -2.71 0.058
H 7.05 4.61 -1.63 0.120
H 5.89 3.65 -0.59 0.107
C 2.31 -4.41 6.24 -0.078
C 3.67 -3.90 5.59 -0.206
C 3.71 -3.99 4.04 -0.174
C 2.81 -5.02 3.51 -0.241
N 2.13 -5.86 3.10 0.158
H 1.99 -5.35 5.80 0.058
H 1.56 -3.63 6.11 0.060
H 2.43 -4.56 7.31 0.070
H 4.45 -4.61 5.85 0.098
H 4.09 -2.97 5.96 0.090
H 4.67 -4.33 3.65 0.118
H 3.40 -3.07 3.54 0.095
C 3.75 -3.49 -1.24 -0.100
C 4.09 -2.04 -1.55 -0.240
C 5.45 -1.74 -0.98 -0.187
C 5.85 -0.33 -1.04 -0.201
N 6.10 0.77 -1.12 0.195
H 4.39 -4.23 -1.72 0.054
H 2.77 -3.77 -1.62 0.049
H 3.71 -3.64 -0.16 0.077
H 3.47 -1.38 -0.94 0.107
H 3.99 -1.83 -2.62 0.092
H 6.23 -2.21 -1.59 0.119
H 5.52 -2.04 0.06 0.122
C -0.47 3.46 -3.77 -0.129
C -0.83 3.61 -5.26 -0.230
C -2.12 4.44 -5.59 -0.169
C -3.43 3.82 -5.19 -0.204
N -4.47 3.39 -4.85 0.124
H -1.23 3.11 -3.07 0.045
H 0.02 4.38 -3.44 0.062
H 0.34 2.74 -3.65 0.058
H -0.93 2.59 -5.65 0.105
H 0.06 4.04 -5.73 0.106
H -2.24 4.56 -6.67 0.108
H -2.07 5.46 -5.21 0.107
C 4.46 -0.26 3.95 -0.087
C 2.99 0.13 4.12 -0.244
C 2.39 0.33 5.50 -0.200
C 2.78 1.42 6.33 -0.232
N 3.02 2.34 6.93 0.167
H 4.66 -0.95 3.12 0.055
H 4.72 -0.84 4.83 0.058
H 5.19 0.55 3.90 0.076
H 2.35 -0.65 3.69 0.084
H 2.73 0.93 3.43 0.104
H 2.40 -0.62 6.03 0.115
H 1.30 0.42 5.44 0.121
C 0.72 8.28 -1.85 -0.116
C 0.79 9.26 -0.65 -0.203
C 1.43 10.63 -1.15 -0.167
C 1.00 11.00 -2.52 -0.255
N 0.59 11.17 -3.57 0.140
H -0.01 8.60 -2.59 0.058
H 0.24 7.34 -1.58 0.038
H 1.65 8.12 -2.40 0.083
H 1.46 8.95 0.15 0.102
H -0.23 9.47 -0.33 0.096
H 2.51 10.53 -1.20 0.114
H 1.17 11.50 -0.55 0.108
C 5.92 -3.86 -4.62 -0.107
C 5.29 -4.65 -5.76 -0.226
C 3.74 -4.58 -5.72 -0.176
C 3.08 -3.25 -5.79 -0.199
N 2.62 -2.18 -5.76 0.160
H 5.37 -2.93 -4.52 0.039
H 6.95 -3.58 -4.84 0.076
H 5.87 -4.24 -3.60 0.059
H 5.63 -5.68 -5.77 0.109
H 5.67 -4.21 -6.68 0.111
H 3.26 -5.12 -4.90 0.105
H 3.40 -5.22 -6.53 0.112
C -1.12 -8.17 0.96 -0.111
C -2.11 -7.85 -0.12 -0.254
C -1.99 -8.85 -1.30 -0.169
C -0.76 -8.65 -2.09 -0.191
N 0.23 -8.46 -2.67 0.162
H -0.09 -8.24 0.60 0.052
H -1.39 -9.15 1.35 0.076
H -1.06 -7.60 1.89 0.064
H -1.97 -6.80 -0.39 0.096
H -3.15 -7.84 0.21 0.102
H -2.92 -8.90 -1.87 0.120
H -1.93 -9.87 -0.92 0.116
C -2.93 -3.95 1.68 -0.079
C -2.67 -4.70 3.03 -0.198
C -1.43 -4.22 3.88 -0.171
C -1.01 -2.89 3.65 -0.230
N -0.61 -1.76 3.48 0.156
H -3.80 -4.47 1.29 0.033
H -2.08 -4.05 1.01 0.074
H -3.19 -2.90 1.82 0.065
H -2.66 -5.77 2.82 0.085
H -3.52 -4.66 3.71 0.095
H -0.55 -4.78 3.57 0.101
H -1.45 -4.28 4.97 0.125
C -6.48 -6.71 2.64 -0.119
C -6.91 -6.17 1.35 -0.276
C -6.68 -4.68 0.99 -0.143
C -5.81 -4.51 -0.18 -0.253
N -5.08 -4.42 -1.05 0.179
H -7.21 -6.31 3.35 0.085
H -5.46 -6.39 2.83 0.065
H -6.51 -7.80 2.71 0.084
H -7.98 -6.35 1.28 0.111
H -6.41 -6.78 0.59 0.107
H -6.40 -4.05 1.84 0.125
H -7.64 -4.37 0.58 0.119
C 6.89 0.11 -6.30 -0.082
C 6.52 0.39 -4.81 -0.241
C 5.06 0.23 -4.51 -0.209
C 4.01 0.94 -5.31 -0.221
N 3.21 1.47 -6.00 0.139
H 7.00 -0.96 -6.41 0.060
H 7.79 0.61 -6.65 0.071
H 6.06 0.54 -6.87 0.069
H 6.79 1.45 -4.81 0.103
H 7.04 -0.21 -4.06 0.105
H 4.84 0.75 -3.58 0.068
H 4.73 -0.78 -4.27 0.067
C 4.21 -8.86 -1.94 -0.077
C 3.50 -7.50 -1.78 -0.304
C 2.89 -7.38 -0.44 -0.188
C 1.81 -6.29 -0.39 -0.201
N 0.99 -5.47 -0.29 0.169
H 3.45 -9.62 -1.75 0.077
H 4.91 -8.77 -1.11 0.069
H 4.79 -9.05 -2.84 0.074
H 2.75 -7.37 -2.55 0.081
H 4.12 -6.63 -2.02 0.094
H 3.70 -7.17 0.25 0.118
H 2.29 -8.17 0.01 0.110
C -2.79 6.96 -1.80 -0.086
C -2.72 6.06 -0.54 -0.232
C -1.70 6.43 0.56 -0.155
C -2.16 6.02 1.95 -0.161
N -2.43 5.74 3.03 0.165
H -3.20 7.96 -1.65 0.083
H -3.41 6.38 -2.48 0.053
H -1.86 6.94 -2.38 0.050
H -2.26 5.14 -0.89 0.095
H -3.77 5.95 -0.27 0.078
H -1.63 7.51 0.70 0.100
H -0.66 6.17 0.36 0.102
C -0.32 -4.02 -3.00 -0.132
C -1.07 -4.86 -3.99 -0.255
C -2.59 -4.67 -3.91 -0.196
C -3.38 -5.34 -4.92 -0.236
N -4.03 -5.80 -5.76 0.132
H -0.44 -2.94 -3.06 0.075
H 0.73 -4.31 -2.97 0.053
H -0.56 -4.23 -1.96 0.035
H -0.81 -5.91 -3.88 0.093
H -0.71 -4.61 -4.99 0.113
H -2.73 -3.61 -4.12 0.121
H -3.05 -4.82 -2.93 0.091
C -5.31 -0.27 0.93 -0.099
C -5.05 -1.05 -0.39 -0.236
C -5.46 -0.34 -1.68 -0.177
C -6.80 0.19 -1.81 -0.248
N -7.87 0.56 -1.84 0.151
H -5.12 0.79 0.78 0.030
H -4.68 -0.48 1.80 0.039
H -6.37 -0.26 1.17 0.072
H -5.46 -2.05 -0.25 0.061
H -3.97 -1.17 -0.46 0.079
H -5.24 -1.05 -2.48 0.122
H -4.91 0.61 -1.71 0.115
C -3.79 0.25 4.52 -0.097
C -3.23 1.66 4.08 -0.186
C -4.39 2.75 4.05 -0.171
C -5.75 2.30 3.62 -0.239
N -6.81 1.98 3.22 0.138
H -4.50 -0.19 3.82 0.038
H -4.38 0.41 5.42 0.071
H -3.11 -0.56 4.79 0.047
H -2.64 1.56 3.16 0.080
H -2.53 2.03 4.83 0.075
H -4.17 3.66 3.49 0.076
H -4.55 3.00 5.10 0.102
C -0.10 3.99 6.17 -0.076
C -0.84 5.38 6.12 -0.266
C -2.32 5.32 6.20 -0.232
C -2.74 4.75 7.47 -0.237
N -3.05 4.24 8.46 0.140
H 0.97 4.16 6.06 0.023
H -0.43 3.37 5.34 0.067
H -0.22 3.53 7.15 0.075
H -0.63 5.83 5.15 0.074
H -0.42 6.02 6.89 0.119
H -2.61 4.61 5.43 0.076
H -2.82 6.28 6.08 0.127
C 2.41 5.42 2.09 -0.095
C 2.77 4.82 3.45 -0.280
C 2.50 5.72 4.63 -0.201
C 3.34 6.95 4.58 -0.185
N 3.93 7.97 4.54 0.132
H 1.37 5.72 2.14 0.065
H 2.59 4.70 1.29 0.068
H 3.07 6.25 1.82 0.065
H 3.81 4.53 3.52 0.110
H 2.23 3.87 3.43 0.099
H 2.77 5.15 5.52 0.099
H 1.42 5.83 4.67 0.086
C -6.93 6.60 -2.64 -0.094
C -6.57 5.86 -1.31 -0.230
C -6.03 4.49 -1.60 -0.206
C -5.54 3.83 -0.43 -0.231
N -5.08 3.36 0.51 0.186
H -7.85 6.12 -2.96 0.069
H -6.18 6.45 -3.42 0.065
H -7.14 7.67 -2.65 0.068
H -7.41 5.94 -0.62 0.119
H -5.76 6.46 -0.89 0.083
H -5.16 4.45 -2.27 0.100
H -6.75 3.87 -2.13 0.129
C 0.35 -1.60 -0.38 -0.108
C -1.07 -1.04 -0.18 -0.229
C -1.24 0.39 0.45 -0.142
C -0.67 1.67 -0.17 -0.189
N -0.36 2.70 -0.56 0.139
H 0.94 -1.27 0.47 0.061
H 0.84 -1.21 -1.28 0.072
H 0.34 -2.69 -0.28 0.045
H -1.50 -1.74 0.55 0.066
H -1.60 -1.10 -1.13 0.097
H -0.86 0.40 1.48 0.088
H -2.25 0.78 0.50 0.093
```

=====

No. 2
The molecule C2H6N2S in a non-equilibrium geometry. Source: the Open Molecules 2025 dataset; level of theory: wB97M-V/def2-TZVPD.

- HOMO-LUMO gap: 9.310 eV
- SMILES string: [H]/N=C(/N)SC
- Energy relative to the best compared isomer or geometry (same formula, charge and spin): 4.262 eV
- Spin multiplicity: 1
- E_LUMO: 0.44 eV

```
11
Properties=species:S:1:pos:R:3:lowdin_charge:R:1
C -0.50 -1.24 -1.21 -0.518
C 0.45 0.55 0.30 -0.865
H -0.45 -2.49 -0.89 0.093
H -1.49 -1.36 -1.99 0.074
H 0.52 -0.57 -1.60 0.095
H 2.50 0.30 0.51 0.076
H 1.86 -0.89 0.70 0.187
H -0.40 2.04 1.33 0.120
N 1.73 -0.01 -0.13 -0.053
N 0.59 1.73 0.75 0.018
S -1.15 -0.31 0.19 0.773
```